Molecular formula: C21H30N2PtSi
Method: DFT, ωB97M-V/def2-TZVPD

Geometry (Å):
C -4.61 1.18 0.89
C -4.04 0.00 0.33
C -3.23 -0.59 1.31
H -4.20 -0.36 -0.67
C -3.28 0.20 2.48
C -4.14 1.30 2.21
H -4.40 2.09 2.90
H -5.29 1.85 0.39
H -2.63 -1.48 1.18
H -2.76 0.01 3.40
Pt -2.34 1.46 0.82
C -0.39 0.57 0.59
H -0.11 0.07 1.52
H 0.46 1.22 0.32
H -0.43 -0.20 -0.19
Si 3.50 -1.00 -0.49
C 3.11 -1.60 -2.22
C 1.97 -2.38 -2.47
H 1.33 -2.66 -1.64
C 1.66 -2.80 -3.75
H 0.78 -3.41 -3.92
C 2.48 -2.46 -4.81
H 2.24 -2.79 -5.82
C 3.62 -1.69 -4.59
H 4.26 -1.42 -5.42
C 3.92 -1.26 -3.31
H 4.81 -0.67 -3.15
C 3.19 -2.36 0.76
C 3.58 -3.67 0.50
H 4.04 -3.92 -0.45
C 3.37 -4.68 1.43
H 3.67 -5.69 1.21
C 2.76 -4.38 2.65
H 2.60 -5.17 3.37
C 2.37 -3.08 2.92
H 1.89 -2.85 3.86
C 2.58 -2.08 1.99
H 2.26 -1.07 2.21
H 2.67 0.17 -0.11
H 4.92 -0.56 -0.48
N -2.54 2.49 -0.96
C -1.63 3.63 -0.90
C -2.12 4.73 0.06
C -2.66 4.23 1.40
N -1.86 3.14 1.94
H -3.52 2.79 -1.14
H -2.22 1.85 -1.73
H -0.65 3.25 -0.55
H -1.48 4.07 -1.91
H -1.25 5.41 0.23
H -2.93 5.33 -0.42
H -2.71 5.08 2.12
H -3.69 3.85 1.26
H -2.12 2.96 2.94
H -0.84 3.36 1.89

Its spin multiplicity is 3. The total charge is 0. The gap between HOMO and LUMO (alpha / beta) is 0.17014 / 0.28166 hartree. The LUMO energy (alpha / beta) is 0.39 / 0.28 eV.

Molecular formula: C4H10OS3
Method: DFT, ωB97M-V/def2-TZVPD

Geometry (Å):
C -1.93 0.41 1.89
C 1.75 1.88 -0.21
C -0.35 -1.76 -1.89
C 0.23 -0.22 0.44
O 2.06 -1.90 -0.69
S -1.42 0.53 0.13
S 1.35 0.87 1.27
S 1.14 -0.88 -1.15
H -2.39 -0.56 1.89
H -2.70 1.20 1.91
H -1.33 0.85 2.57
H 1.72 1.39 -1.21
H 2.80 2.28 0.03
H 1.01 2.71 -0.04
H -1.27 -1.57 -1.28
H -0.49 -2.81 -2.20
H -0.45 -1.04 -2.79
H 0.29 -1.37 1.34

The total charge is 0. Its energy above the lowest of the compared OMol25 structures with the same formula, charge and spin is 3.104 eV. The gap between HOMO and LUMO is 0.33561 hartree. The LUMO energy is 0.56 eV.

Molecular formula: C42H52FeN2O6Si2Te
Method: DFT, ωB97M-V/def2-TZVPD

Geometry (Å):
Fe 0.11 -0.05 0.53
C -1.25 -6.31 3.27
O -1.59 -5.42 4.31
C -1.38 -4.08 4.06
C -1.89 -3.21 5.04
C -1.71 -1.86 4.86
C -1.07 -1.32 3.73
C -0.97 0.12 3.54
C -1.13 1.09 4.69
O -0.72 0.63 2.45
C -0.55 -2.21 2.73
O 0.08 -1.83 1.69
C -0.72 -3.61 2.96
H -1.61 -7.29 3.58
H -0.16 -6.36 3.12
H -1.72 -6.02 2.32
H -2.41 -3.61 5.90
H -2.11 -1.19 5.61
H -1.64 0.69 5.56
H -1.64 1.98 4.32
H -0.11 1.38 4.98
H -0.31 -4.27 2.21
C -4.97 0.42 -1.33
Si -3.21 0.81 -0.71
C -2.84 2.48 -1.51
C -3.48 1.21 1.11
C -1.98 -0.56 -1.01
C -1.34 -0.59 -2.32
C -1.89 0.03 -3.48
C -1.26 -0.03 -4.69
C -0.06 -0.73 -4.82
C 0.40 -1.35 -3.68
N -0.19 -1.29 -2.49
Si -2.65 -2.25 -0.66
C -3.88 -2.79 -2.02
C -1.44 -3.70 -0.74
C -3.61 -2.32 0.96
H -5.62 1.28 -1.12
H -5.41 -0.45 -0.84
H -5.00 0.24 -2.41
H -3.75 3.08 -1.43
H -2.55 2.45 -2.56
H -2.04 3.00 -0.97
H -4.02 2.16 1.18
H -2.53 1.34 1.62
H -4.06 0.44 1.62
H -2.85 0.53 -3.40
H -1.70 0.47 -5.56
H 0.48 -0.79 -5.75
H 1.33 -1.93 -3.70
H -3.37 -2.81 -2.98
H -4.73 -2.12 -2.11
H -4.26 -3.80 -1.82
H -1.00 -3.76 -1.73
H -2.01 -4.62 -0.57
H -0.65 -3.63 -0.01
H -4.56 -1.78 0.87
H -3.06 -1.89 1.79
H -3.84 -3.36 1.20
O 1.84 -2.10 -0.49
H 1.51 -2.40 0.37
H 1.06 -2.04 -1.07
C 0.74 8.64 2.23
C 1.15 7.22 1.93
C 1.13 6.28 2.95
C 1.49 4.96 2.70
C 1.88 4.58 1.43
C 1.91 5.51 0.40
N 2.34 5.16 -0.88
C 2.59 3.89 -1.41
C 3.76 3.75 -2.15
C 4.08 2.57 -2.80
C 3.24 1.48 -2.68
C 2.08 1.60 -1.93
C 1.72 2.79 -1.30
C 0.35 2.85 -0.67
O -0.26 3.92 -0.70
O -0.14 1.76 -0.21
C 1.52 6.83 0.64
C 1.49 7.80 -0.52
H 0.59 8.77 3.30
H -0.20 8.91 1.72
H 1.49 9.37 1.90
H 0.83 6.58 3.95
H 1.47 4.21 3.48
H 2.16 3.54 1.27
H 2.80 5.90 -1.38
H 4.45 4.59 -2.20
H 5.01 2.50 -3.36
H 3.48 0.53 -3.16
H 1.41 0.75 -1.84
H 1.03 7.32 -1.39
H 2.50 8.12 -0.82
H 0.92 8.69 -0.29
Te 2.47 0.38 2.05
C 4.31 0.63 1.04
C 4.76 -0.30 0.10
C 6.00 -0.17 -0.51
C 6.83 0.89 -0.19
C 6.40 1.84 0.73
C 5.15 1.71 1.33
H 4.11 -1.13 -0.16
H 6.32 -0.91 -1.23
H 7.80 1.00 -0.67
H 7.03 2.69 0.97
H 4.82 2.46 2.04

Its spin multiplicity is 5. The total charge is -2. Its energy above the lowest of the compared OMol25 structures with the same formula, charge and spin is 0.192 eV. The gap between HOMO and LUMO (alpha / beta) is 0.20668 / 0.20726 hartree. The LUMO energy (alpha / beta) is 4.23 / 4.23 eV.

Molecular formula: C32H59ClF5N10O25PS2
Method: DFT, ωB97M-V/def2-TZVPD

Geometry (Å):
H -3.04 4.01 -1.14
N -2.30 3.55 -0.55
C -2.47 2.24 -0.68
C -1.53 1.20 0.13
C -0.44 0.45 -0.73
Cl 1.16 0.65 0.21
C -0.59 -1.12 -1.06
C -2.08 -1.72 -0.80
F -2.21 -3.09 -1.27
F -2.23 -1.89 0.63
C -3.29 -0.98 -1.50
C -4.41 -0.43 -0.53
C -5.68 0.27 -1.07
C -5.89 0.47 -2.59
C -4.83 -0.07 -3.58
C -5.05 0.09 -5.15
F -6.27 0.77 -5.37
F -5.26 -1.24 -5.68
F -3.95 0.65 -5.83
C -3.56 -0.78 -2.99
C 0.04 -1.60 -2.47
O 0.28 -3.00 -2.63
C 0.75 -3.75 -1.52
C 0.60 -5.33 -1.93
C 1.05 -5.59 -3.48
C 1.42 -6.29 -0.96
C 0.82 -6.46 0.52
C 1.59 -5.44 1.53
C -0.78 -6.39 0.63
C 1.28 -0.80 -3.08
C 1.03 -0.75 -4.70
C 1.31 -2.10 -5.49
O 0.89 -1.87 -6.89
P 3.01 -1.50 -2.82
O 3.29 -3.10 -3.30
O 4.05 -0.53 -3.82
S 3.72 -1.34 -1.01
O 1.40 0.62 -2.76
S -0.05 1.33 -2.36
O -1.15 1.23 -3.37
O 0.26 2.80 -2.14
H -3.30 1.91 -1.39
H -2.25 0.58 0.75
H -0.99 1.88 0.89
H 0.00 -1.60 -0.18
H -4.29 -0.56 0.59
H -6.44 0.62 -0.28
H -6.84 0.97 -2.97
H -2.83 -1.19 -3.76
H -0.83 -1.38 -3.21
H 1.83 -3.55 -1.18
H 0.12 -3.68 -0.55
H -0.54 -5.51 -1.94
H 0.35 -5.03 -4.18
H 2.16 -5.41 -3.66
H 0.88 -6.72 -3.70
H 2.54 -5.99 -0.95
H 1.40 -7.35 -1.44
H 1.12 -7.52 0.88
H 1.01 -5.47 2.51
H 1.59 -4.43 1.01
H 2.63 -5.89 1.68
H -1.30 -6.72 -0.34
H -1.11 -5.30 0.80
H -1.23 -7.04 1.46
H -0.04 -0.43 -4.97
H 1.71 0.08 -5.13
H 2.46 -2.27 -5.57
H 0.74 -3.02 -5.15
H 1.66 -1.42 -7.32
H 3.85 -3.50 -2.61
H 4.82 -0.26 -3.25
C 0.07 6.14 -1.11
N 0.48 7.53 -1.43
O 1.02 7.73 -2.51
O 0.25 8.38 -0.58
H 0.34 5.50 -1.95
H 0.60 5.83 -0.21
H -1.00 6.14 -0.96
C -0.37 8.98 2.80
N -0.31 7.52 3.12
O 0.28 7.20 4.14
O -0.86 6.76 2.34
H 0.15 9.53 3.58
H 0.11 9.12 1.84
H -1.42 9.26 2.77
C 3.87 8.29 3.29
N 3.15 9.47 2.74
O 2.15 9.85 3.34
O 3.61 9.98 1.74
H 3.35 7.95 4.18
H 3.87 7.52 2.52
H 4.88 8.61 3.53
C -4.61 -2.64 2.79
N -5.11 -1.82 3.93
O -5.92 -2.34 4.69
O -4.68 -0.68 4.02
H -5.08 -3.62 2.84
H -4.88 -2.12 1.87
H -3.53 -2.72 2.90
C 4.68 -7.80 4.34
N 3.92 -7.44 3.11
O 4.54 -6.92 2.20
O 2.73 -7.69 3.11
H 5.72 -7.52 4.20
H 4.24 -7.25 5.17
H 4.59 -8.88 4.47
C 5.34 3.20 -3.95
N 6.39 2.77 -3.00
O 6.34 1.62 -2.59
O 7.24 3.59 -2.70
H 4.66 2.36 -4.13
H 4.81 4.04 -3.50
H 5.84 3.49 -4.88
C 1.97 -0.43 3.58
N 2.04 -1.88 3.90
O 2.63 -2.20 4.92
O 1.49 -2.64 3.13
H 2.50 0.13 4.35
H 2.44 -0.29 2.61
H 0.92 -0.15 3.55
C -6.44 -7.22 2.38
N -5.39 -6.49 1.62
O -5.22 -6.82 0.46
O -4.79 -5.62 2.21
H -6.89 -7.97 1.73
H -5.95 -7.70 3.23
H -7.18 -6.49 2.71
C 1.46 11.68 6.65
N 0.30 10.74 6.56
O -0.42 10.83 5.58
O 0.16 9.96 7.48
H 1.46 12.31 5.77
H 1.34 12.27 7.56
H 2.36 11.07 6.69

The total charge is 0. Its energy above the lowest of the compared OMol25 structures with the same formula, charge and spin is 6.084 eV. The gap between HOMO and LUMO is 0.31318 hartree. The LUMO energy is -0.84 eV.

| no. | total energy (Eh) |
| --- | --- |
| 1 | -1336.33482 |
| 2 | -1428.04954 |
| 3 | -4303.51892 |
| 4 | -5779.38375 |